{"formula": "C34H39N3O3PtSSe", "method": "ωB97M-V/def2-TZVPD", "species": ["Pt", "C", "C", "C", "C", "C", "C", "C", "N", "C", "C", "C", "C", "C", "C", "C", "N", "C", "C", "C", "C", "H", "H", "H", "H", "H", "H", "H", "H", "H", "H", "H", "H", "H", "H", "H", "H", "H", "H", "H", "H", "H", "H", "H", "H", "O", "C", "N", "S", "O", "O", "C", "C", "C", "C", "C", "C", "H", "H", "H", "H", "C", "C", "C", "C", "C", "C", "Se", "C", "C", "C", "H", "H", "H", "H", "H", "H", "H", "H", "H", "H", "H"], "coordinates": [[1.14327, -1.23140, -1.08060], [-1.86703, -1.49748, 5.25193], [-0.53860, -0.77131, 4.98269], [-0.67410, 0.69154, 5.40345], [0.58735, -1.42912, 5.80015], [-0.20885, -0.91297, 3.50362], [0.00389, -2.17985, 2.94230], [0.29833, -2.30363, 1.60535], [0.39017, -1.22644, 0.80547], [0.19931, 0.00234, 1.31542], [-0.10616, 0.17957, 2.64457], [0.31069, 1.09002, 0.31447], [0.17276, 2.42506, 0.57427], [0.24918, 3.37001, -0.45794], [0.43973, 2.88275, -1.75080], [0.58890, 1.52673, -1.96490], [0.53793, 0.65492, -0.94923], [0.12468, 4.85221, -0.13539], [1.22526, 5.22145, 0.87619], [0.27866, 5.72293, -1.38155], [-1.25970, 5.10238, 0.48505], [-2.10950, -1.42372, 6.31342], [-1.81038, -2.55870, 4.99766], [-2.68656, -1.04733, 4.68474], [-0.89721, 0.73754, 6.46918], [-1.49305, 1.19403, 4.87960], [0.25246, 1.24984, 5.24072], [0.41874, -1.24148, 6.86141], [1.56405, -1.01812, 5.53554], [0.61719, -2.51125, 5.65941], [-0.04969, -3.07560, 3.54581], [0.47390, -3.26378, 1.14253], [-0.26836, 1.17931, 3.01898], [0.00549, 2.75211, 1.59084], [0.49971, 3.54508, -2.60250], [0.76477, 1.12657, -2.95497], [2.21483, 4.95013, 0.50267], [1.07321, 4.73567, 1.84341], [1.21236, 6.29883, 1.04550], [1.25375, 5.58541, -1.85718], [0.20037, 6.77155, -1.09464], [-0.50597, 5.52661, -2.11652], [-1.40329, 4.54066, 1.41158], [-2.05849, 4.83544, -0.21038], [-1.36045, 6.16234, 0.72432], [2.31929, -2.96602, -1.40166], [2.91128, -2.37341, -2.34154], [2.27613, -1.27872, -2.76807], [3.42213, -0.16565, -3.35869], [2.95066, 0.42119, -4.56570], [3.77978, 0.66985, -2.24374], [4.62027, -1.44417, -3.60950], [5.81370, -1.36083, -4.28838], [6.62596, -2.49318, -4.26691], [6.24645, -3.64651, -3.58465], [5.03609, -3.71383, -2.90269], [4.22648, -2.59922, -2.92964], [6.11149, -0.46240, -4.81315], [7.57289, -2.47212, -4.79024], [6.90303, -4.50751, -3.59186], [4.72948, -4.61283, -2.38506], [-6.04797, -0.35359, -0.95712], [-4.71635, -1.00228, -1.15922], [-4.41332, -2.22510, -0.54051], [-3.20278, -2.84360, -0.71235], [-2.93786, -4.15871, -0.01884], [-2.24112, -2.21083, -1.57619], [-0.62625, -3.01136, -1.81785], [-2.54713, -0.98361, -2.24930], [-1.63245, -0.33443, -3.25395], [-3.76692, -0.40468, -2.00144], [-6.62696, -0.84274, -0.17622], [-6.62272, -0.39817, -1.88640], [-5.93164, 0.70307, -0.70903], [-5.15921, -2.69169, 0.09268], [-3.78753, -4.44009, 0.59792], [-2.05418, -4.10171, 0.61831], [-2.76688, -4.96081, -0.73796], [-0.62342, -0.73839, -3.24497], [-1.59011, 0.74322, -3.08852], [-2.03660, -0.48866, -4.25707], [-4.01729, 0.52870, -2.49614]], "multiplicity": 1, "orbital_gap_ev": [6.1, 6.0], "relative_energy_kj_mol": 151.1, "total_charge": 2}



{"formula": "C6H16N", "method": "ωB97M-V/def2-TZVPD", "species": ["C", "C", "C", "C", "C", "C", "N", "H", "H", "H", "H", "H", "H", "H", "H", "H", "H", "H", "H", "H", "H", "H", "H"], "coordinates": [[-2.67228, -1.10425, -0.28470], [-1.45044, -0.80351, 0.55445], [-0.45013, 0.14991, -0.13774], [-0.97595, 1.51710, -0.61082], [0.74241, 0.37198, 0.68916], [1.80020, 1.32355, 0.33217], [3.07960, -1.34360, -0.26083], [-2.34951, -1.65232, -1.17050], [-3.24813, -0.22448, -0.58073], [-3.39539, -1.71966, 0.23750], [-1.68029, -0.41451, 1.55090], [-0.14203, -0.34916, -1.06112], [-1.99197, 1.33266, -0.93650], [-0.47908, 2.01148, -1.43267], [-1.08188, 2.23517, 0.20649], [2.41758, -0.84665, 0.33083], [0.46554, 0.46318, 1.75194], [2.37218, 1.01739, -0.55371], [2.55256, 1.47845, 1.10540], [1.26728, 2.24797, 0.10160], [-0.87898, -1.71311, 0.71836], [2.47937, -1.95444, -0.82957], [3.61933, -2.02314, 0.28010]], "multiplicity": 1, "orbital_gap_ev": 7.4, "relative_energy_kj_mol": 318.6, "total_charge": 1}



{"formula": "C2H10N", "method": "ωB97M-V/def2-TZVPD", "species": ["N", "H", "H", "H", "H", "C", "C", "H", "H", "H", "H", "H", "H"], "coordinates": [[0.94391, 1.07956, -1.41686], [1.67527, 0.51289, -1.92164], [0.61483, 2.01068, -1.70051], [0.18625, 0.50173, -1.06521], [1.29476, 1.30036, -0.42225], [-1.14502, -0.09805, 0.71707], [-0.03200, -1.19385, 0.84153], [-0.77707, 0.64243, 1.44142], [-2.13100, -0.46406, 1.02339], [-1.33445, 0.30542, -0.39231], [0.38346, -1.74636, -0.10467], [0.82401, -0.87353, 1.50274], [-0.50296, -1.97722, 1.49729]], "multiplicity": 1, "orbital_gap_ev": 11.4, "relative_energy_kj_mol": 101.0, "total_charge": 1}



{"formula": "C13H34ClN2O5P2", "method": "ωB97M-V/def2-TZVPD", "species": ["C", "C", "C", "O", "O", "C", "C", "P", "P", "O", "Cl", "H", "H", "H", "H", "H", "H", "H", "H", "H", "H", "H", "H", "C", "C", "C", "O", "C", "N", "H", "H", "H", "H", "H", "H", "H", "H", "H", "H", "H", "C", "C", "C", "O", "C", "N", "H", "H", "H", "H", "H", "H", "H", "H", "H", "H", "H"], "coordinates": [[4.51716, 0.06645, 0.14974], [3.38046, 1.20110, 0.20827], [2.56140, 1.40253, -1.14089], [2.95064, 2.31036, -1.91364], [1.44393, 0.62402, -1.57251], [0.19021, 1.31650, -1.39648], [-0.02438, 1.62146, 0.17033], [-1.80846, 1.25000, 0.76368], [-1.94470, -0.95554, 0.93084], [-1.61657, -1.55723, -0.66057], [-0.37034, -1.59288, 2.20264], [4.68757, -0.38750, -0.87723], [5.47411, 0.49598, 0.62082], [4.19257, -0.77759, 0.86537], [2.71694, 0.95312, 1.11636], [3.84588, 2.22417, 0.45684], [0.09171, 2.28666, -1.98136], [-0.63158, 0.59472, -1.75556], [0.26846, 2.70408, 0.42809], [0.62861, 0.85866, 0.73796], [-1.85231, 1.74956, 2.11924], [-2.81514, 1.82164, -0.09072], [-0.89845, -2.22354, -0.53269], [-2.70513, 3.80298, -3.49708], [-4.08501, 3.53430, -2.90216], [-5.04927, 4.73200, -3.00602], [-4.79221, 5.77571, -2.07354], [-3.74161, 6.65471, -2.44700], [-3.92765, 3.09189, -1.50843], [-2.07705, 4.41315, -2.84501], [-2.17197, 2.86031, -3.65664], [-2.78503, 4.30524, -4.46353], [-4.52589, 2.71151, -3.47412], [-6.05711, 4.37334, -2.77198], [-5.09137, 5.12768, -4.02726], [-3.69931, 6.81139, -3.52831], [-2.78586, 6.27782, -2.07720], [-3.92190, 7.61637, -1.96520], [-4.83981, 2.81266, -1.14904], [-3.69361, 3.91779, -0.95362], [2.08230, -7.05885, 2.19013], [1.75093, -5.60411, 1.86964], [2.87815, -4.61633, 2.23450], [2.99127, -4.33779, 3.62572], [3.68739, -5.32629, 4.36979], [0.48753, -5.24666, 2.52824], [1.98836, -7.28738, 3.25291], [1.39620, -7.72752, 1.66244], [3.09790, -7.30957, 1.87380], [1.60163, -5.53988, 0.78618], [2.64743, -3.65423, 1.76266], [3.84375, -4.93777, 1.82560], [4.49916, -5.78017, 3.79463], [2.99284, -6.09143, 4.72078], [4.11477, -4.84432, 5.25011], [0.21602, -4.31278, 2.22769], [0.68644, -5.13047, 3.52278]], "multiplicity": 1, "orbital_gap_ev": 7.0, "relative_energy_kj_mol": 0.0, "total_charge": 1}



{"formula": "C3H4N2OS", "method": "ωB97M-V/def2-TZVPD", "species": ["C", "S", "C", "C", "N", "N", "O", "H", "H", "H", "H"], "coordinates": [[-0.06644, 0.02816, -0.60384], [1.66982, -0.31560, -0.18507], [1.22706, -0.71163, 1.46233], [2.09263, -1.64776, 2.00638], [2.81102, -2.50627, 2.28209], [2.37806, 1.44556, -0.66781], [1.51613, 2.23037, -0.85055], [-0.00277, 0.95768, -1.15095], [-0.54794, 0.34879, 0.34489], [-0.62705, -0.81739, -0.88708], [0.74751, 0.20794, 1.85299]], "multiplicity": 1, "smiles": "C/S(=C/C#N)#[N+][O-]", "orbital_gap_ev": [6.4, 6.5], "relative_energy_kj_mol": 582.4}



{"formula": "C24H53F4I2InNO8", "method": "ωB97M-V/def2-TZVPD", "species": ["C", "C", "C", "N", "In", "C", "I", "C", "C", "I", "C", "F", "F", "C", "F", "F", "H", "H", "H", "H", "H", "H", "H", "H", "H", "H", "H", "H", "H", "C", "O", "C", "C", "O", "C", "H", "H", "H", "H", "H", "H", "H", "H", "H", "H", "C", "O", "C", "C", "O", "C", "H", "H", "H", "H", "H", "H", "H", "H", "H", "H", "C", "O", "C", "C", "O", "C", "H", "H", "H", "H", "H", "H", "H", "H", "H", "H", "C", "O", "C", "C", "O", "C", "H", "H", "H", "H", "H", "H", "H", "H", "H", "H"], "coordinates": [[2.11337, 1.03439, -1.54936], [0.74786, 1.71646, -1.45105], [0.66848, 2.84322, -0.38910], [1.96889, 3.34470, 0.05508], [2.59045, 2.99941, 2.02766], [1.06501, 1.80371, 3.14908], [0.63588, -0.04815, 2.22419], [0.49265, 2.12100, 4.30056], [0.74842, 3.42829, 5.02497], [-0.90321, 0.89984, 5.35616], [3.05690, 5.03803, 2.90818], [3.59747, 5.82221, 1.88940], [1.98533, 5.78431, 3.38634], [4.09584, 5.00739, 4.05115], [5.35632, 5.10415, 3.55053], [3.93851, 6.04262, 4.93625], [2.04482, 0.12960, -2.16356], [2.86907, 1.70080, -1.97126], [2.47753, 0.73776, -0.56004], [-0.00668, 0.95137, -1.23357], [0.49173, 2.14126, -2.43173], [0.06762, 2.46579, 0.45046], [0.08211, 3.66766, -0.82000], [2.05261, 4.32051, -0.19479], [4.08937, 2.07495, 2.08135], [0.31169, 4.26474, 4.47415], [0.31539, 3.42572, 6.02542], [1.82168, 3.60292, 5.12924], [4.04702, 4.07296, 4.62084], [4.06651, -3.21657, -4.23520], [3.76383, -1.83942, -4.17665], [4.85101, -0.99765, -4.52235], [4.70144, -0.43967, -5.91908], [4.75304, -1.45063, -6.91867], [3.46832, -1.85214, -7.34627], [3.12939, -3.75783, -4.11370], [4.51919, -3.49192, -5.19247], [4.74498, -3.50571, -3.42460], [5.79691, -1.54222, -4.43120], [4.86711, -0.16477, -3.81342], [5.51774, 0.26161, -6.11432], [3.75809, 0.11223, -5.99249], [2.96566, -1.04298, -7.88895], [2.83900, -2.14871, -6.50355], [3.58805, -2.70055, -8.01916], [-6.96265, 1.07569, 5.67535], [-7.25313, -0.20827, 6.19702], [-6.69581, -1.26636, 5.43675], [-5.41646, -1.79513, 6.04756], [-4.38852, -0.82545, 6.02822], [-4.16275, -0.19874, 7.27614], [-7.30021, 1.80485, 6.40995], [-5.89259, 1.20907, 5.50201], [-7.49921, 1.24692, 4.73547], [-6.49797, -0.93429, 4.41200], [-7.43423, -2.07330, 5.39602], [-5.07768, -2.65704, 5.46362], [-5.60711, -2.13440, 7.07186], [-3.68553, -0.89307, 7.97728], [-5.09145, 0.17239, 7.71822], [-3.48897, 0.63777, 7.10056], [-4.08345, -6.76955, 3.69004], [-3.19361, -6.85492, 4.78481], [-1.82651, -6.85958, 4.40610], [-1.18318, -5.49801, 4.55464], [-1.73484, -4.55218, 3.66156], [-2.65638, -3.66337, 4.26747], [-5.08235, -6.62094, 4.09752], [-3.83574, -5.93255, 3.03295], [-4.07623, -7.69614, 3.10419], [-1.72240, -7.20052, 3.37026], [-1.30716, -7.57395, 5.05214], [-0.11552, -5.58663, 4.33047], [-1.28243, -5.15282, 5.58944], [-2.14785, -2.96411, 4.93841], [-3.42516, -4.20780, 4.82424], [-3.12522, -3.09127, 3.46881], [-0.06903, 4.16577, -8.15343], [0.19310, 3.23518, -9.18734], [1.55209, 2.84300, -9.26696], [1.79659, 1.49980, -8.61629], [1.59180, 1.53650, -7.21689], [0.36003, 0.98269, -6.79336], [-1.14984, 4.27625, -8.08666], [0.31631, 3.82023, -7.19148], [0.37209, 5.14196, -8.38342], [2.19447, 3.59680, -8.79951], [1.81880, 2.77916, -10.32640], [2.83969, 1.21093, -8.78445], [1.15659, 0.74123, -9.08062], [0.35159, -0.10415, -6.93258], [-0.48395, 1.41860, -7.33444], [0.25957, 1.19906, -5.73171]], "multiplicity": 1, "orbital_gap_ev": 7.0, "total_charge": -1}



Number 1: energy -4627.427738 Ha. Number 2: energy -292.602874 Ha. Number 3: energy -136.647511 Ha. Number 4: energy -2143.977549 Ha. Number 5: energy -699.450312 Ha. Number 6: energy -2787.707253 Ha.